Model w:
DFT (ωB97M-V/def2-TZVPD) results for the ion C4H6N3 with charge +1.

Gap between HOMO and LUMO = 8.0 eV
Structure (SMILES) = C=[N+]1N=NC=C1C

```
! RIJCOSX wB97M-V def2-TZVPD def2/J DEFGRID3
* xyz 1 1
C -1.607 0.799 1.340
C -0.608 0.413 0.494
C 1.301 -1.104 1.246
C -0.332 0.410 -0.917
N -1.256 0.500 2.613
N -0.281 -0.205 2.695
N 0.226 -0.333 1.352
H -2.479 1.492 1.185
H 1.904 -1.482 2.040
H 1.729 -0.888 0.292
H -0.998 -0.095 -1.690
H 0.654 0.120 -0.994
H -0.259 1.447 -1.229
*
```

=====

Model x:
DFT (ωB97M-V/def2-TZVPD) results for the ion C4H6N3 with charge +1.

Gap between HOMO and LUMO = 9.0 eV
Structure (SMILES) = C=NC(N=C)=[N+]=C

```
! RIJCOSX wB97M-V def2-TZVPD def2/J DEFGRID3
* xyz 1 1
C -2.473 -0.307 -0.533
C 0.415 2.015 0.269
C 1.951 -1.571 0.222
C -0.033 -0.405 -0.169
N -1.261 -0.504 -0.280
N 0.651 1.049 -0.483
N 0.813 -1.255 0.448
H -2.966 -0.733 -1.342
H -3.016 0.237 0.280
H 0.941 2.890 0.051
H -0.062 2.048 1.194
H 2.560 -1.292 -0.630
H 2.478 -2.174 0.974
*
```

=====

Model y:
DFT (ωB97M-V/def2-TZVPD) results for the ion C4H6N3 with charge +1.

Gap between HOMO and LUMO (alpha / beta) = 6.8 / 6.7 eV
Structure (SMILES) = C=[N+]1N=NC=C1C

```
! RIJCOSX wB97M-V def2-TZVPD def2/J DEFGRID3
* xyz 1 1
C -0.760 0.130 -1.608
C -0.376 0.252 -0.260
C 1.686 -0.666 0.924
C -0.970 0.914 0.896
N -0.091 -0.954 -2.114
N 0.817 -1.335 -1.387
N 0.725 -0.548 -0.238
H -1.481 0.576 -2.372
H 2.411 -1.419 0.652
H 1.313 -0.237 1.874
H -0.937 0.195 1.660
H -1.965 1.385 0.703
H -0.370 1.707 1.268
*
```

=====

Least stable: model y

=====

Model w:
DFT (ωB97M-V/def2-TZVPD) results for a cluster of 2 separate species, C4H11INO in total.

Gap between HOMO and LUMO = 9.1 eV

```
! RIJCOSX wB97M-V def2-TZVPD def2/J DEFGRID3
* xyz 1 1
C 1.025 -2.684 2.712
C -0.136 2.023 -3.077
C 0.406 -1.747 1.689
C -0.739 1.491 -0.792
N -1.008 1.546 -2.061
O -1.556 1.138 0.154
I 1.443 0.160 1.693
H 0.865 -2.286 3.664
H 0.487 -3.749 2.809
H 2.144 -2.910 2.477
H -0.843 2.278 -3.873
H 0.319 2.968 -2.772
H 0.670 1.285 -3.476
H 0.424 -2.187 0.635
H -0.555 -1.539 2.058
H 0.236 1.887 -0.550
H -1.938 1.299 -2.404
H -1.244 1.025 1.112
*
```

=====

Model x:
DFT (ωB97M-V/def2-TZVPD) results for a cluster of 2 separate species, C4H11INO in total.

Gap between HOMO and LUMO = 8.3 eV

```
! RIJCOSX wB97M-V def2-TZVPD def2/J DEFGRID3
* xyz 1 1
C 0.954 -0.520 -1.322
C 1.313 -0.225 1.051
C -1.138 1.940 0.199
C 0.746 0.510 -0.301
N -0.639 0.831 -0.180
O -1.644 -1.917 0.081
I -2.614 -1.160 1.704
H 0.711 -1.498 -0.917
H 0.454 -0.412 -2.241
H 1.987 -0.628 -1.538
H 1.338 0.517 1.951
H 2.379 -0.472 0.850
H 0.697 -1.080 1.273
H -0.463 2.795 0.439
H -2.105 2.408 0.225
H 1.366 1.413 -0.474
H -2.144 -2.697 -0.147
H -1.198 0.195 -0.654
*
```

=====

Least stable: model x

=====

Model w:
DFT (ωB97M-V/def2-TZVPD) results for a cluster of 2 separate species, C4H7N3 in total.

Gap between HOMO and LUMO = 9.3 eV

```
! RIJCOSX wB97M-V def2-TZVPD def2/J DEFGRID3
* xyz 0 1
C 2.296 0.436 0.216
N 1.145 0.550 -0.677
C -0.060 0.874 -0.195
N -1.141 1.063 -0.789
N -2.308 0.590 -0.906
C -2.045 -1.425 0.762
C -0.909 -1.590 1.134
H 2.130 1.105 1.075
H 2.407 -0.613 0.542
H 3.211 0.715 -0.327
H 1.219 0.009 -1.539
H -2.942 1.320 -1.253
H -2.997 -1.162 0.341
H 0.070 -1.815 1.509
*
```

=====

Model x:
DFT (ωB97M-V/def2-TZVPD) results for the molecule C4H7N3.

Gap between HOMO and LUMO (alpha / beta) = 8.8 / 6.1 eV

```
! RIJCOSX wB97M-V def2-TZVPD def2/J DEFGRID3
* xyz 0 1
C -0.835 1.177 -0.519
C -1.089 -0.973 0.480
N 0.103 -0.954 1.062
C 1.181 -0.431 0.286
N 2.382 -0.579 0.644
C 0.555 0.223 -0.950
N 0.929 0.077 -2.087
H -1.680 1.037 -1.200
H -0.314 2.079 -0.836
H -1.212 1.421 0.486
H -1.180 -1.371 -0.525
H -1.976 -0.895 1.100
H 0.161 -0.762 2.055
H 2.973 -0.047 0.004
*
```

=====

Model y:
DFT (ωB97M-V/def2-TZVPD) results for the molecule C4H7N3.

Gap between HOMO and LUMO = 8.7 eV
Structure (SMILES) = C=C1CN(C)N=N1

```
! RIJCOSX wB97M-V def2-TZVPD def2/J DEFGRID3
* xyz 0 1
C -1.819 0.581 -1.288
N -0.737 0.457 -0.339
C 0.344 -0.498 -0.309
C 1.102 0.051 0.826
C 1.764 -0.860 1.572
N 0.687 1.385 1.049
N -0.394 1.538 0.403
H -2.334 1.527 -1.097
H -2.525 -0.241 -1.148
H -1.467 0.577 -2.329
H 0.891 -0.519 -1.264
H 1.262 -1.814 1.722
H 0.412 -1.568 0.024
H 2.652 -0.700 2.156
*
```

=====

Model z:
DFT (ωB97M-V/def2-TZVPD) results for a cluster of 2 separate species, C4H7N3 in total.

Gap between HOMO and LUMO (alpha / beta) = 9.5 / 9.5 eV

```
! RIJCOSX wB97M-V def2-TZVPD def2/J DEFGRID3
* xyz 0 1
C 2.125 0.391 0.138
N 0.943 0.521 -0.696
C -0.185 1.045 -0.253
N -1.227 1.238 -0.948
N -2.373 0.744 -1.092
C -1.595 -1.403 0.911
C -0.719 -1.853 1.604
H 1.972 0.982 1.041
H 2.287 -0.654 0.422
H 3.013 0.758 -0.386
H 0.960 0.027 -1.583
H -2.915 1.405 -1.659
H -2.334 -0.953 0.269
H 0.050 -2.247 2.230
*
```

=====

Least stable: model w

=====

Model w:
DFT (ωB97M-V/def2-TZVPD) results for the molecule C4H7N3.

Gap between HOMO and LUMO = 9.0 eV
Structure (SMILES) = CNc1cc[nH]n1

```
! RIJCOSX wB97M-V def2-TZVPD def2/J DEFGRID3
* xyz 0 1
C 2.229 0.196 0.246
N 1.203 0.216 -0.781
C -0.130 0.066 -0.433
N -1.077 0.666 -1.142
N -2.230 0.265 -0.564
C -2.037 -0.546 0.494
C -0.676 -0.713 0.621
H 1.776 0.165 1.243
H 2.892 -0.674 0.144
H 2.846 1.100 0.194
H 1.321 0.920 -1.495
H -3.100 0.611 -0.932
H -2.864 -0.948 1.063
H -0.152 -1.323 1.343
*
```

=====

Model x:
DFT (ωB97M-V/def2-TZVPD) results for the molecule C4H7N3.

Gap between HOMO and LUMO = 10.2 eV
Structure (SMILES) = Cc1cn(C)nn1

```
! RIJCOSX wB97M-V def2-TZVPD def2/J DEFGRID3
* xyz 0 1
C 2.519 0.024 0.059
N 1.082 -0.114 0.223
C 0.048 0.655 -0.204
C -1.080 -0.071 0.101
C -2.547 0.067 -0.202
N -0.663 -1.226 0.699
N 0.626 -1.246 0.767
H 2.934 -0.945 0.335
H 2.937 0.796 0.711
H 2.779 0.238 -0.982
H 0.195 1.625 -0.652
H -2.951 -0.945 -0.155
H -3.125 0.677 0.502
H -2.751 0.464 -1.201
*
```

=====

Least stable: model x

=====

Model w:
DFT (ωB97M-V/def2-TZVPD) results for the molecule C4H7N3.

Gap between HOMO and LUMO = 9.5 eV
Structure (SMILES) = [H]/N=N\C#CNCC

```
! RIJCOSX wB97M-V def2-TZVPD def2/J DEFGRID3
* xyz 0 1
C 0.532 -0.908 2.039
C -0.144 -0.081 0.965
N 0.166 -0.654 -0.347
C 0.434 0.019 -1.415
N -1.164 1.998 -2.375
C 0.455 0.425 -2.612
N -0.805 0.950 -2.942
H 1.617 -0.860 1.915
H 0.221 -1.955 1.952
H 0.263 -0.554 3.037
H 0.185 0.962 0.967
H -1.236 -0.077 1.088
H -0.139 -1.607 -0.495
H -0.383 2.341 -1.776
*
```

=====

Model x:
DFT (ωB97M-V/def2-TZVPD) results for the molecule C4H7N3.

Gap between HOMO and LUMO = 8.0 eV

```
! RIJCOSX wB97M-V def2-TZVPD def2/J DEFGRID3
* xyz 0 1
C -1.300 -1.099 -2.111
N -1.258 -0.117 -1.011
C -0.017 -0.139 -0.304
C 0.139 0.807 0.606
C 1.549 0.867 2.345
N 0.646 1.542 1.419
N -2.101 0.737 -0.790
H -2.232 -0.921 -2.638
H -1.244 -2.108 -1.697
H -0.438 -0.925 -2.764
H 0.826 -0.754 -0.607
H 1.790 1.515 3.179
H 1.201 -0.126 2.654
H 2.438 0.722 1.720
*
```

=====

Least stable: model x

=====

Model w:
DFT (ωB97M-V/def2-TZVPD) results for the ion C4H7N2 with charge +1.

Gap between HOMO and LUMO (alpha / beta) = 10.5 / 5.0 eV
<S²> = 2.007

```
! RIJCOSX wB97M-V def2-TZVPD def2/J DEFGRID3
* xyz 1 3
C -0.214 1.255 1.020
C -1.144 2.035 1.048
C 0.739 0.220 0.965
C 0.777 -0.729 -0.345
N -1.083 -0.787 -1.818
N -0.409 -1.228 -0.888
H -0.861 -2.132 -0.667
H -1.712 2.845 1.151
H 1.743 0.596 1.057
H 0.436 -0.561 1.767
H 1.368 -0.075 -1.007
H 1.377 -1.479 0.090
H -1.017 0.039 -2.374
*
```

=====

Model x:
DFT (ωB97M-V/def2-TZVPD) results for the ion C4H7N2 with charge +1.

Gap between HOMO and LUMO (alpha / beta) = 5.4 / 8.6 eV
<S²> = 2.016

```
! RIJCOSX wB97M-V def2-TZVPD def2/J DEFGRID3
* xyz 1 3
C 0.189 -0.797 -0.506
C -0.801 0.065 0.277
C -2.157 -0.062 0.217
C 1.611 -0.388 -0.564
N 2.695 -0.075 -0.794
N -0.111 1.031 0.919
H 0.310 -1.836 0.030
H -0.208 -0.846 -1.494
H -2.581 -0.593 -0.605
H -2.700 0.588 0.754
H 3.584 0.302 -0.889
H 0.803 0.877 1.173
H -0.633 1.735 1.483
*
```

=====

Least stable: model w